The following is a DFT calculation (the ωB97M-V functional and the def2-TZVPD basis) of a molecular structure, C14H41BrCoN7O5.

## Properties
E_LUMO (spin up / spin down): -0.13903 / -0.29144 Ha
ΔE to the lowest compared entry with this formula, charge and spin: 1.030 eV
Highest occupied orbital energy (spin up / spin down): -11.601 / -11.598 eV
Total energy: -5273.8770 hartree
Frontier orbital gap (spin up / spin down): 7.8 / 3.7 eV
Multiplicity: 4
Total charge: +1

Each line ends with the Löwdin charge.
Element x y z (Å)
1 Co 12.82402 0.14052 -3.80764  0.482
2 Br 15.54837 0.55426 -3.40887  0.085
3 C 18.59784 -4.43703 -5.44350  -0.057
4 C 17.43335 -3.42464 -5.24561  -0.414
5 C 16.35062 -3.94991 -4.30980  -0.177
6 O 15.60911 -5.05509 -4.96030  -0.196
7 C 14.44348 -5.48513 -4.19606  -0.077
8 N 17.99392 -2.13140 -4.76186  0.037
9 H 18.22947 -5.35499 -5.90148  0.074
10 H 19.06518 -4.75530 -4.51162  0.077
11 H 19.31260 -3.98477 -6.13103  0.070
12 H 17.00800 -3.31035 -6.24266  0.131
13 H 15.63034 -3.14077 -4.18901  0.100
14 H 16.70252 -4.16913 -3.30172  0.116
15 H 13.65760 -4.74731 -4.35766  0.080
16 H 14.67600 -5.74545 -3.16346  0.065
17 H 14.10631 -6.39376 -4.69489  0.087
18 H 18.27793 -1.59817 -5.57125  0.055
19 H 17.22393 -1.62445 -4.34928  -0.027
20 C 14.93917 -1.51471 0.68153  -0.054
21 C 16.13666 -2.31378 0.25268  -0.436
22 C 15.89964 -3.76012 -0.18317  -0.156
23 O 15.00007 -4.55553 0.66859  -0.169
24 C 14.13627 -5.40268 -0.10700  -0.121
25 N 16.95653 -1.61294 -0.74216  0.023
26 H 14.81078 -0.52214 0.24977  0.069
27 H 15.03254 -1.38867 1.76019  0.082
28 H 13.98575 -2.03025 0.56615  0.076
29 H 16.80495 -2.24941 1.11137  0.131
30 H 16.81196 -4.35000 -0.27156  0.129
31 H 15.54571 -3.70004 -1.21236  0.096
32 H 13.40011 -4.83409 -0.67522  0.079
33 H 13.56404 -6.02073 0.58487  0.087
34 H 14.48180 -6.14382 -0.82770  0.070
35 H 16.35839 -1.48132 -1.54529  -0.016
36 H 16.94496 -0.64207 -0.46398  0.045
37 C 17.52823 1.90929 -8.93393  -0.047
38 C 16.40154 2.01719 -7.88804  -0.438
39 C 15.13740 1.23385 -8.27814  -0.173
40 O 14.54949 1.88270 -9.43290  -0.188
41 C 13.12627 1.74190 -9.54268  -0.092
42 N 17.05748 1.54024 -6.67660  0.037
43 H 18.14671 2.80682 -8.92921  0.081
44 H 17.09003 1.95243 -9.93104  0.077
45 H 18.04236 0.95568 -8.81389  0.080
46 H 16.07417 3.05369 -7.80685  0.112
47 H 14.48400 1.39145 -7.42004  0.090
48 H 15.25768 0.16006 -8.42168  0.134
49 H 12.85026 0.72768 -9.83124  0.088
50 H 12.75408 2.43096 -10.30082  0.091
51 H 12.62273 1.99465 -8.60958  0.058
52 H 16.36022 1.33457 -5.97544  -0.031
53 H 17.56857 0.69733 -6.89659  0.056
54 C 13.42020 2.97697 -5.63431  -0.735
55 O 12.89889 2.08922 -4.92201  -0.076
56 N 14.62655 3.42747 -5.57353  0.185
57 N 12.76454 3.70057 -6.49203  0.196
58 H 14.97374 3.97586 -6.34738  0.115
59 H 15.20507 3.04895 -4.83723  0.067
60 H 11.77266 3.55786 -6.61816  0.142
61 H 13.39109 4.38235 -6.89542  0.128
62 C 19.08999 2.01631 -2.53962  -0.655
63 O 20.04942 2.54027 -1.95349  0.385
64 N 18.84338 0.81475 -2.44527  0.275
65 N 18.30362 2.68666 -3.31998  0.246
66 H 18.04571 0.59224 -3.02347  0.020
67 H 19.24420 0.12607 -1.82465  0.167
68 H 17.43455 2.25669 -3.60273  0.006
69 H 18.46894 3.67283 -3.46220  0.153

Atomic forces in eV per Å
1.2418 1.2301 -0.4271
-0.5576 -0.1268 -0.0654
-0.7975 0.1448 -0.0360
1.3625 -1.0977 -0.0802
-1.4030 -0.2570 -1.0987
0.7210 0.6972 1.6262
1.0394 0.0363 -1.5633
-0.5734 -0.6829 0.1841
-0.1504 0.0687 -0.1553
0.1256 0.4285 0.0821
0.2419 -0.1166 0.1804
-0.4390 0.0862 0.0066
-0.3166 0.3367 0.1321
0.2899 -0.5417 -0.0498
-0.1211 0.1776 0.6382
-0.0332 0.4152 0.0906
0.0636 -0.0348 0.0422
0.1598 0.0785 -0.0883
-0.1663 0.3884 0.0943
-1.4501 -0.2156 0.9440
1.3672 0.1857 0.9974
-0.4140 -0.8295 0.1568
0.4020 0.4407 -1.8144
-1.0298 0.0949 0.6721
-0.3520 0.0923 -1.0168
0.3714 -0.0365 -0.2612
-0.2652 0.2692 0.0444
-0.0423 -0.1795 -0.2362
-0.0043 -0.8176 0.2659
0.3782 0.3732 0.2214
-0.6480 -0.1037 -0.1711
-0.0543 0.4873 0.0239
0.0708 0.2609 0.3387
1.3758 0.2211 0.0497
-0.1275 -0.4485 -0.8676
0.4453 0.3150 0.6400
-1.3657 0.8658 -0.9066
1.3183 -1.0381 -1.2218
-0.5554 1.2818 -0.2547
-0.0912 -0.2806 0.6959
0.5274 -0.1055 0.0351
-0.8215 0.5685 0.5772
0.5080 -0.4143 0.4749
-0.0727 -0.3181 -0.1233
0.3077 0.2666 -0.1012
0.1957 0.1015 0.1159
-0.4795 -0.3237 0.1397
0.2934 -0.0842 -0.1778
-0.0051 -0.1262 -0.0044
0.3139 -0.0293 -0.0777
0.0596 -0.0458 0.2218
-0.0062 -0.3627 0.3398
-0.0494 -0.1213 0.1700
-2.5737 -1.7248 1.7556
0.1036 -0.3691 -0.0306
4.2378 -0.1268 1.5582
-1.9478 0.7102 -1.8215
0.5697 -0.2273 0.6956
0.3631 0.0775 -0.4269
0.3347 0.4208 -0.4335
-1.7204 0.4398 -0.7039
-0.8439 2.2246 -1.2225
2.9691 1.9994 1.8118
-1.0185 -6.2068 0.7665
-0.4078 3.0128 -1.1255
-0.2639 -1.3991 0.1082
0.0235 0.0251 -0.0329
-0.4295 0.1044 -0.0981
-0.1842 -0.1353 -0.2027